Entry 1:
{"formula": "C26H29FN2OP2Pd", "method": "ωB97M-V/def2-TZVPD", "symbols": ["C", "H", "C", "C", "H", "C", "C", "C", "H", "H", "N", "C", "H", "C", "H", "H", "H", "H", "H", "H", "C", "C", "C", "F", "C", "H", "H", "O", "P", "H", "C", "H", "C", "H", "C", "H", "C", "H", "C", "H", "P", "H", "C", "H", "H", "H", "H", "C", "H", "C", "C", "H", "C", "H", "C", "C", "C", "Pd", "H", "N", "C", "H"], "positions_angstrom": [[-2.645, -5.339, -0.061], [-3.647, -3.948, 1.373], [-0.797, -1.757, 1.880], [-1.250, -0.007, -2.750], [4.005, 5.285, 3.036], [0.977, 5.679, 0.515], [-2.702, -4.602, -1.231], [-0.143, 5.791, -0.407], [1.929, -3.883, 0.509], [2.006, -1.699, -4.249], [-0.766, 4.601, -0.840], [-3.102, -4.870, 1.316], [-0.159, -1.423, 2.772], [1.149, -0.298, -1.186], [-1.213, -0.701, 1.679], [-2.425, 4.218, -2.131], [-3.173, -4.906, 3.491], [-1.811, -2.541, 2.184], [2.879, 1.694, 1.604], [1.139, -4.252, 1.776], [0.914, 6.215, 1.824], [-1.703, -7.260, 1.370], [3.150, 5.403, 2.267], [-1.651, -7.196, 3.704], [1.094, -0.955, -4.115], [1.637, 1.538, -2.517], [-2.002, -7.368, -0.703], [2.317, 4.556, -1.147], [0.154, -2.395, 0.458], [-1.358, -8.382, 1.146], [1.622, 0.987, -1.430], [-2.497, 6.842, -2.219], [0.952, -0.732, 0.095], [-2.763, -5.351, -2.022], [-1.775, 6.285, -1.724], [2.035, -2.892, 2.047], [-1.728, 4.951, -1.744], [1.966, -0.131, -4.059], [2.039, 6.156, 2.644], [-2.024, -0.288, -2.026], [0.188, -1.259, -2.543], [0.146, 6.966, 2.150], [2.206, 5.029, 0.038], [2.666, 2.767, -0.627], [3.996, 4.160, 0.763], [-0.963, 1.022, -2.741], [0.296, -0.819, -4.950], [3.202, 4.797, 1.005], [-1.688, -0.266, -3.689], [-2.005, -6.508, 2.476], [2.342, 1.703, -0.409], [1.975, 6.687, 3.533], [1.468, -3.405, 1.279], [1.807, -0.400, 2.227], [-2.219, -6.644, 0.058], [2.394, 1.086, 0.772], [-2.787, -5.419, 2.542], [-0.747, -3.168, -1.489], [-3.530, -3.913, -1.163], [-0.771, 6.845, -0.931], [1.652, -0.059, 1.134], [-0.257, 3.773, -0.565]], "mulliken_charge": [1.313, 0.323, -1.042, -1.383, 0.197, 0.571, -1.867, -0.360, 0.406, 0.294, 0.032, -0.604, 0.320, -0.020, 0.409, 0.383, 0.270, 0.127, 0.213, 0.483, -0.491, -0.440, -0.413, -0.409, -1.064, 0.142, 0.290, -0.899, 1.133, 0.212, -0.200, 0.492, 0.022, 0.409, -0.536, 0.379, -0.269, 0.255, -0.534, 0.280, 1.325, 0.241, 0.454, 0.343, 0.611, 0.369, 0.239, -0.461, 0.471, 0.658, -0.789, 0.450, -1.467, 0.092, -0.766, -0.419, -0.392, -1.060, 0.319, -0.734, -0.184, 0.280], "lumo_energy_ev": 4.808, "orbital_gap_ev": 5.512, "energy_ha": -2103.184608, "fmax_ha_per_bohr": 0.113, "charge": -2, "e_homo_ev": -0.7}

***

Entry 2:
{"formula": "C26H29GdN3OS2", "method": "ωB97M-V/def2-TZVPD", "symbols": ["H", "H", "C", "C", "H", "C", "H", "O", "H", "C", "H", "S", "C", "H", "C", "H", "C", "C", "H", "H", "N", "N", "C", "C", "H", "H", "C", "H", "H", "H", "H", "H", "H", "H", "C", "H", "C", "C", "H", "H", "H", "C", "H", "C", "C", "S", "C", "H", "C", "N", "H", "C", "H", "C", "C", "Gd", "C", "C", "H", "H", "C", "C"], "positions_angstrom": [[-3.589, -0.729, 1.633], [0.516, -3.482, -0.156], [-2.030, -2.927, -1.397], [-2.066, 0.774, 1.783], [-2.456, 2.859, 1.422], [1.568, 0.245, 2.788], [-3.795, 1.982, 2.156], [-1.221, -2.107, -0.571], [0.163, 4.637, -0.760], [-0.728, 1.008, 2.085], [-2.237, 1.802, -1.971], [3.862, -2.658, -1.339], [-0.181, 2.348, -3.607], [0.374, 3.927, 0.841], [1.590, -3.644, -0.081], [-1.786, -3.610, 1.587], [2.322, -2.470, -0.651], [0.245, 3.696, -0.218], [4.850, -0.541, -2.078], [1.880, -0.739, -4.678], [1.440, 1.559, -0.626], [3.881, 1.679, -6.155], [-2.258, -2.988, 2.351], [1.676, 1.391, -4.805], [0.265, -2.138, 2.813], [1.866, -4.564, -0.593], [0.212, -0.012, -3.534], [4.329, 1.882, -2.296], [-1.539, -3.161, -2.345], [-2.268, -3.878, -0.917], [-2.977, -2.437, -1.634], [1.861, -3.757, 0.972], [-0.069, -1.013, -3.211], [1.932, 1.131, 2.267], [1.305, 0.126, -4.374], [-0.693, 3.155, -0.343], [-2.546, -0.537, 1.859], [-2.988, 1.908, 1.427], [-3.446, 1.770, 0.447], [-2.032, -3.423, 3.326], [1.671, 0.420, 3.861], [3.397, 2.014, -1.767], [2.213, -0.595, 2.526], [0.130, -0.035, 2.445], [2.592, 1.074, -1.220], [2.728, 3.555, -1.490], [-1.732, -1.588, 2.256], [-2.310, 0.081, -2.433], [-1.652, 0.908, -2.162], [1.899, -1.227, -0.648], [1.194, 3.482, -4.795], [0.916, 2.500, -4.434], [-0.350, 2.023, 2.079], [3.980, -0.985, -1.620], [-0.547, 1.088, -3.123], [-0.427, -0.240, -0.389], [-0.388, -1.323, 2.515], [2.853, -0.377, -1.190], [-3.335, -3.024, 2.200], [-0.769, 3.216, -3.332], [1.383, 2.864, -0.720], [2.894, 1.564, -5.578]], "mulliken_charge": [0.463, -0.128, -1.105, 0.291, 0.335, -1.807, 0.483, 0.200, 0.540, -0.251, 0.446, -0.205, -0.527, 0.348, -0.913, 0.220, 0.222, -1.061, 0.454, 0.562, 0.609, -0.491, -1.625, 0.513, 0.576, 0.514, 0.185, 0.475, 0.301, 0.299, 0.339, 0.256, 0.419, 0.243, -0.802, -0.023, -0.441, -1.709, 0.279, 0.411, 0.460, -0.364, 0.334, 0.140, -0.332, -0.194, 0.699, 0.570, -1.281, 0.600, 0.511, -0.949, 0.659, -0.486, 0.338, 0.415, 0.141, -0.224, 0.387, 0.512, 0.301, -0.130], "lumo_energy_ev": [-2.651, -3.773], "orbital_gap_ev": [8.154, 6.890], "energy_ha": -2809.567598, "fmax_ha_per_bohr": 0.031, "multiplicity": 8, "s_squared": 16.08, "charge": 1, "e_homo_ev": [-10.8, -10.7]}

***

Entry 3:
{"formula": "C26H29IrNOP2", "method": "ωB97M-V/def2-TZVPD", "symbols": ["C", "C", "H", "C", "C", "H", "H", "C", "H", "C", "H", "H", "C", "H", "O", "H", "H", "Ir", "C", "C", "H", "H", "H", "C", "C", "P", "C", "C", "C", "H", "H", "H", "C", "H", "H", "C", "C", "C", "H", "C", "H", "C", "C", "C", "H", "H", "C", "P", "C", "H", "H", "C", "H", "H", "H", "H", "C", "H", "H", "N"], "positions_angstrom": [[-2.598, 1.720, -0.481], [1.184, 1.580, -1.659], [-3.507, -1.363, -3.843], [-0.747, -3.157, -0.021], [2.806, 0.718, 2.098], [1.250, -5.413, -1.600], [3.463, 1.533, 2.461], [-0.954, 0.913, -2.144], [-4.426, -0.073, 1.361], [-0.399, -4.201, -0.865], [0.346, -0.602, -0.224], [-3.624, 1.997, 2.433], [-0.543, -0.376, -2.568], [0.360, 1.642, 4.025], [-0.627, -0.963, 4.219], [2.982, -4.301, -0.200], [-2.121, 1.567, 3.322], [-0.104, -0.573, 1.278], [-3.243, 0.264, -2.474], [-0.427, -0.809, 3.078], [-3.659, 1.977, -0.382], [1.119, -1.718, -2.285], [2.297, -2.425, 1.343], [1.360, 2.817, 0.472], [-3.461, -0.580, 1.218], [1.133, 1.360, 1.792], [0.791, -0.692, -2.223], [0.253, -2.476, 0.646], [3.910, 1.328, -1.857], [-3.488, -1.201, 0.320], [3.504, -0.574, -2.855], [1.603, 2.881, 3.596], [-2.795, -0.786, -3.297], [2.687, -0.051, 2.861], [-1.132, -4.699, -1.479], [-2.332, 0.993, -1.750], [1.571, -2.931, 0.691], [3.371, 2.308, -1.021], [-2.043, 2.663, -0.392], [-2.523, 1.908, 2.369], [1.951, 3.599, 0.961], [1.743, 0.342, -2.064], [3.101, 0.315, -2.339], [1.944, -3.970, -0.143], [0.366, 3.228, 0.287], [4.022, 2.958, -0.441], [-1.446, -1.125, -3.297], [-2.133, 0.658, 1.100], [0.972, -4.615, -0.950], [-1.077, -2.037, -3.772], [4.978, 1.295, -2.033], [0.692, 2.340, 3.259], [-2.092, 2.876, 2.103], [-1.802, -2.833, 0.071], [-4.298, 0.409, -2.273], [3.217, 0.268, 1.196], [2.020, 2.325, -0.754], [-0.104, 3.049, 3.036], [-3.223, -1.200, 2.086], [-0.069, 1.912, -1.995]], "mulliken_charge": [-1.230, 0.494, 0.478, -0.102, -1.382, 0.463, 0.472, 0.494, 0.522, -0.619, -0.455, 0.538, 1.330, 0.377, -0.543, 0.426, 0.411, 1.099, -0.586, 0.538, 0.674, 0.647, 0.375, -1.154, -1.411, 0.205, -1.733, 0.348, -0.427, 0.357, 0.506, 0.492, -0.645, 0.418, 0.484, -0.235, -0.185, -0.677, 0.566, -1.360, 0.728, 1.115, -0.588, -0.694, 0.481, 0.487, -0.469, 0.475, -0.650, 0.539, 0.435, -1.254, 0.348, 0.244, 0.495, 0.318, -0.030, 0.345, 0.418, -0.712], "lumo_energy_ev": [-6.331, -9.422], "orbital_gap_ev": [6.275, 4.649], "energy_ha": -1924.422656, "fmax_ha_per_bohr": 0.130, "multiplicity": 6, "s_squared": 8.79, "charge": 2, "e_homo_ev": [-12.6, -14.1]}

***

Number 2 is which compound? C26H29GdN3OS2